## one
The following is a DFT calculation (ωB97M-V with the def2-TZVPD basis set) of an isolated molecule of C20H30N4O4.

Properties
* M: 390.5 u
* LUMO energy: 0.482 eV
* E_HOMO: -0.2788 hartree
* SMILES string: COc1ccc(N)c(C(=O)NCCC2(O)CN(C(=O)C3(N(C)C)CCC3)C2)c1
* frontier orbital gap: 8.070 eV
* net charge: 0

Each line ends with the Löwdin charge.
Element x y z (Å)
C1 -1.394 -7.156 -0.904  -0.095
O1 -1.199 -5.762 -1.011  -0.092
C2 -0.327 -5.329 -1.974  -0.285
C3 0.377 -6.157 -2.839  -0.021
C4 1.218 -5.604 -3.791  -0.024
C5 1.390 -4.227 -3.920  -0.265
N1 2.273 -3.711 -4.856  0.113
C6 0.693 -3.397 -3.022  -0.077
C7 0.847 -1.911 -3.107  -0.419
O2 1.051 -1.331 -4.167  0.050
N2 0.752 -1.243 -1.931  0.072
C8 0.881 0.199 -1.837  -0.155
C9 1.678 0.584 -0.600  -0.107
C10 1.719 2.082 -0.378  -0.468
O3 2.292 2.663 -1.525  0.022
C11 0.373 2.686 0.113  -0.040
N3 0.995 2.875 1.423  -0.001
C12 0.536 2.891 2.694  -0.416
O4 1.298 2.786 3.641  0.080
C13 -0.985 2.997 2.847  -0.383
N4 -1.481 4.027 1.946  -0.200
C14 -1.004 5.337 2.364  -0.071
C15 -2.919 4.047 1.752  -0.087
C16 -1.558 1.552 2.753  -0.087
C17 -1.464 1.465 4.292  -0.134
C18 -1.373 3.003 4.349  -0.096
C19 2.331 2.482 0.990  -0.027
C20 -0.157 -3.958 -2.077  0.039
H1 -2.112 -7.302 -0.101  0.090
H2 -1.799 -7.575 -1.829  0.094
H3 -0.463 -7.672 -0.652  0.093
H4 0.275 -7.232 -2.792  0.103
H5 1.759 -6.262 -4.461  0.112
H6 2.068 -2.762 -5.135  0.070
H7 2.491 -4.331 -5.617  0.089
H8 0.682 -1.779 -1.084  0.128
H9 1.379 0.546 -2.739  0.123
H10 -0.109 0.668 -1.813  0.129
H11 1.239 0.126 0.293  0.127
H12 2.701 0.210 -0.689  0.137
H13 2.333 3.618 -1.410  0.103
H14 0.101 3.625 -0.374  0.126
H15 -0.493 2.022 0.103  0.114
H16 -1.275 6.080 1.614  0.086
H17 -1.429 5.654 3.329  0.093
H18 0.083 5.331 2.460  0.090
H19 -3.164 4.870 1.081  0.086
H20 -3.263 3.129 1.280  0.077
H21 -3.488 4.198 2.683  0.087
H22 -2.593 1.548 2.418  0.100
H23 -0.992 0.832 2.161  0.106
H24 -2.301 0.994 4.804  0.101
H25 -0.534 1.005 4.618  0.108
H26 -0.651 3.438 5.034  0.110
H27 -2.353 3.461 4.491  0.106
H28 2.773 1.681 1.584  0.129
H29 3.034 3.317 0.933  0.131
H30 -0.743 -3.329 -1.417  0.125

## two
The following is a DFT calculation (ωB97M-V with the def2-TZVPD basis set) of an isolated molecule of C20H30N4O4.

Properties
* M: 390.5 u
* LUMO energy: 0.589 eV
* E_HOMO: -0.2798 hartree
* SMILES string: COc1ccc(N)c(C(=O)NCCC2(O)CN(C(=O)C3(N(C)C)CCC3)C2)c1
* frontier orbital gap: 8.203 eV
* net charge: 0

Each line ends with the Löwdin charge.
Element x y z (Å)
C1 -0.320 7.229 1.990  -0.094
O1 -0.260 5.827 1.840  -0.091
C2 -0.352 5.335 0.566  -0.284
C3 -0.516 6.107 -0.575  -0.021
C4 -0.574 5.497 -1.819  -0.024
C5 -0.472 4.116 -1.973  -0.265
N1 -0.573 3.538 -3.230  0.112
C6 -0.336 3.338 -0.809  -0.078
C7 -0.223 1.847 -0.916  -0.415
O2 0.341 1.312 -1.864  0.043
N2 -0.820 1.158 0.089  0.082
C8 -0.676 -0.254 0.439  -0.139
C9 0.436 -1.007 -0.276  -0.116
C10 0.495 -2.445 0.192  -0.461
O3 0.675 -2.447 1.593  0.011
C11 -0.653 -3.343 -0.351  -0.041
N3 0.339 -4.020 -1.185  0.000
C12 0.295 -4.676 -2.366  -0.416
O4 1.317 -4.938 -2.980  0.081
C13 -1.106 -5.019 -2.881  -0.383
N4 -1.886 -5.584 -1.787  -0.199
C14 -1.335 -6.871 -1.387  -0.072
C15 -3.311 -5.696 -2.033  -0.088
C16 -1.637 -3.768 -3.638  -0.085
C17 -1.068 -4.374 -4.940  -0.133
C18 -1.010 -5.750 -4.245  -0.097
C19 1.486 -3.314 -0.627  -0.024
C20 -0.267 3.958 0.434  0.039
H1 -0.220 7.426 3.054  0.091
H2 0.495 7.724 1.454  0.094
H3 -1.276 7.629 1.639  0.093
H4 -0.591 7.184 -0.518  0.103
H5 -0.699 6.113 -2.702  0.112
H6 -0.115 2.641 -3.304  0.069
H7 -0.381 4.162 -3.996  0.089
H8 -1.302 1.720 0.769  0.125
H9 -0.501 -0.309 1.514  0.123
H10 -1.628 -0.762 0.246  0.124
H11 0.285 -0.995 -1.354  0.119
H12 1.401 -0.532 -0.086  0.139
H13 0.754 -3.357 1.898  0.101
H14 -1.105 -3.997 0.398  0.124
H15 -1.446 -2.836 -0.901  0.116
H16 -1.860 -7.230 -0.501  0.085
H17 -1.428 -7.634 -2.174  0.093
H18 -0.278 -6.769 -1.140  0.090
H19 -3.779 -6.141 -1.154  0.085
H20 -3.761 -4.716 -2.179  0.076
H21 -3.561 -6.329 -2.898  0.086
H22 -2.724 -3.737 -3.659  0.100
H23 -1.261 -2.795 -3.318  0.109
H24 -1.689 -4.288 -5.829  0.101
H25 -0.070 -4.000 -5.160  0.108
H26 -0.125 -6.359 -4.406  0.109
H27 -1.911 -6.335 -4.436  0.106
H28 2.086 -2.789 -1.372  0.132
H29 2.137 -3.945 -0.018  0.130
H30 -0.105 3.377 1.333  0.127

Q: Which of them is the most stable? A: one.

## one
The following is a DFT calculation (ωB97M-V with the def2-TZVPD basis set) of a cluster of 5 separate species, C10H30O10 in total.

Properties
* M: 310.3 u
* LUMO energy: 0.404 eV
* E_HOMO: -0.3515 hartree
* SMILES string: OCCO.OCCO.OCCO.OCCO.OCCO
* frontier orbital gap: 9.969 eV
* net charge: 0

Each line ends with the Löwdin charge.
Element x y z (Å)
O1 -1.255 0.932 0.604  -0.057
C1 -0.497 0.857 -0.531  -0.281
C2 0.341 -0.437 -0.431  -0.180
O2 1.433 -0.276 0.580  -0.072
H1 -0.610 1.009 1.310  0.080
H2 -1.243 0.992 -1.314  0.106
H3 0.192 1.695 -0.635  0.121
H4 0.707 -0.493 -1.456  0.101
H5 -0.388 -1.227 -0.250  0.110
H6 2.092 -0.961 0.448  0.042
O3 2.708 -0.746 -3.499  -0.078
C3 4.098 -0.800 -3.505  -0.237
C4 4.476 -1.184 -2.043  -0.260
O4 5.844 -1.092 -1.866  -0.057
H7 2.308 -0.891 -4.359  0.089
H8 4.553 -1.515 -4.190  0.123
H9 4.381 0.213 -3.791  0.113
H10 4.368 -2.269 -2.031  0.106
H11 3.895 -0.912 -1.162  0.112
H12 6.131 -0.177 -1.835  0.089
O5 -4.757 1.498 -0.372  -0.038
C5 -4.344 2.024 -1.629  -0.281
C6 -4.045 0.984 -2.644  -0.266
O6 -5.236 0.263 -2.853  -0.061
H13 -4.990 2.298 0.105  0.090
H14 -5.058 2.713 -2.079  0.124
H15 -3.390 2.550 -1.592  0.110
H16 -3.268 0.323 -2.260  0.108
H17 -3.735 1.468 -3.570  0.130
H18 -5.602 -0.113 -2.049  0.085
O7 -2.462 2.404 4.004  -0.053
C7 -1.684 3.234 4.761  -0.273
C8 -2.186 4.714 5.037  -0.219
O8 -1.916 5.544 3.930  -0.068
H19 -1.954 2.187 3.219  0.072
H20 -1.572 2.772 5.742  0.109
H21 -0.766 3.108 4.188  0.119
H22 -1.460 4.967 5.809  0.103
H23 -3.205 4.766 5.420  0.123
H24 -0.957 5.584 3.956  0.080
O9 2.415 -3.294 -0.603  -0.103
C9 1.548 -3.828 0.473  -0.184
C10 1.719 -5.304 0.569  -0.301
O10 2.898 -5.689 1.157  -0.033
H25 1.956 -3.358 -1.443  0.078
H26 1.868 -3.381 1.414  0.127
H27 0.573 -3.468 0.145  0.112
H28 1.852 -5.708 -0.434  0.122
H29 0.812 -5.734 0.994  0.121
H30 3.410 -6.240 0.560  0.096

## two
The following is a DFT calculation (ωB97M-V with the def2-TZVPD basis set) of a cluster of 5 separate species, C10H30O10 in total.

Properties
* M: 310.3 u
* LUMO energy: 0.444 eV
* E_HOMO: -0.3557 hartree
* SMILES string: OCCO.OCCO.OCCO.OCCO.OCCO
* frontier orbital gap: 10.123 eV
* net charge: 0

Each line ends with the Löwdin charge.
Element x y z (Å)
O1 -1.849 -6.316 1.683  -0.080
C1 -0.953 -7.286 2.199  -0.225
C2 -1.461 -7.807 3.574  -0.231
O2 -2.690 -8.567 3.582  -0.072
H1 -2.714 -6.312 2.099  0.079
H2 -0.980 -8.084 1.457  0.110
H3 0.049 -6.857 2.231  0.118
H4 -1.351 -6.954 4.243  0.112
H5 -0.782 -8.515 4.051  0.107
H6 -3.109 -8.643 4.442  0.082
O3 -2.304 6.047 4.203  -0.080
C3 -3.487 5.929 3.346  -0.222
C4 -4.331 4.871 3.948  -0.289
O4 -4.855 5.189 5.215  -0.048
H7 -2.551 5.921 5.122  0.067
H8 -4.152 6.782 3.213  0.113
H9 -2.928 5.791 2.420  0.126
H10 -3.671 4.004 3.961  0.124
H11 -5.206 4.753 3.309  0.123
H12 -5.777 4.926 5.177  0.087
O5 -1.397 1.009 -6.789  -0.045
C5 -0.225 1.578 -6.339  -0.278
C6 1.033 0.941 -6.999  -0.281
O6 1.406 -0.179 -6.328  -0.054
H13 -1.612 1.314 -7.673  0.096
H14 -0.165 2.624 -6.639  0.105
H15 -0.025 1.696 -5.274  0.124
H16 1.843 1.669 -6.934  0.122
H17 0.749 0.622 -8.002  0.116
H18 0.682 -0.795 -6.196  0.096
O7 5.400 0.511 -2.657  -0.063
C7 6.069 1.285 -1.626  -0.215
C8 5.392 1.067 -0.208  -0.238
O8 4.060 1.476 -0.271  -0.081
H19 4.500 0.606 -2.335  0.060
H20 7.132 1.045 -1.590  0.110
H21 6.104 2.344 -1.881  0.104
H22 5.763 1.712 0.588  0.113
H23 5.571 0.033 0.085  0.121
H24 4.034 2.332 -0.706  0.092
O9 0.774 -0.134 2.109  -0.075
C9 0.158 -0.910 1.091  -0.226
C10 -0.643 -0.077 0.088  -0.289
O10 -1.500 0.746 0.754  -0.056
H25 1.436 0.411 1.677  0.083
H26 1.061 -1.288 0.612  0.118
H27 -0.522 -1.640 1.532  0.127
H28 -0.985 -0.644 -0.778  0.127
H29 -0.017 0.733 -0.287  0.111
H30 -0.974 1.041 1.501  0.079

Q: Which of them is the most stable? A: one.

## one
The following is a DFT calculation (ωB97M-V with the def2-TZVPD basis set) of a structure of composition C5H5ClO.

Properties
* M: 116.5 u
* LUMO energy: 0.672 eV
* E_HOMO: -0.3558 hartree
* frontier orbital gap: 10.353 eV
* net charge: 0

Each line ends with the Löwdin charge.
Element x y z (Å)
C1 0.967 1.372 -0.520  0.053
C2 0.544 0.203 -0.030  -0.283
C3 2.315 1.202 0.049  -0.420
C4 1.875 -0.205 0.637  -0.486
C5 -0.785 -0.388 -0.232  -0.020
O1 3.368 1.747 0.046  0.117
Cl1 2.649 -1.635 -0.169  0.584
H1 0.409 2.124 -1.131  0.137
H2 2.024 -0.267 1.646  0.066
H3 -0.586 -1.339 -0.773  0.107
H4 -1.352 0.284 -0.701  0.035
H5 -1.151 -0.762 0.750  0.109

## two
The following is a DFT calculation (ωB97M-V with the def2-TZVPD basis set) of a structure of composition C5H5ClO.

Properties
* M: 116.5 u
* LUMO energy: 0.776 eV
* E_HOMO: -0.3029 hartree
* frontier orbital gap: 9.019 eV
* net charge: 0

Each line ends with the Löwdin charge.
Element x y z (Å)
C1 -3.047 -0.581 0.079  -0.105
C2 -1.517 -0.201 -0.023  -0.297
C3 -1.061 1.165 0.006  -0.155
C4 0.702 -0.017 -0.012  -0.740
C5 -0.280 -0.984 -0.085  -0.058
H1 -3.539 0.343 -0.522  0.083
H2 -3.234 -1.671 -0.564  0.127
H3 -3.193 -0.386 1.478  0.176
H4 -1.510 2.079 0.226  0.115
H5 0.035 -2.134 -0.384  0.173
O1 0.199 1.243 -0.149  0.002
Cl1 2.416 -0.263 0.069  0.680

Q: Which of them is the most stable? A: one.

## one
The following is a DFT calculation (ωB97M-V with the def2-TZVPD basis set) of a cluster of 2 separate species, C3H10NO2S in total.

Properties
* M: 124.2 u
* LUMO energy: 3.236 eV
* E_HOMO: -0.1256 hartree
* frontier orbital gap: 6.655 eV
* net charge: -1

Each line ends with the Löwdin charge.
Element x y z (Å)
C1 0.393 -0.193 0.941  -0.353
C2 1.519 -1.158 0.589  -0.553
S1 3.006 -0.396 -0.155  0.638
N1 -0.871 -0.696 0.459  -0.080
C3 -1.966 0.312 0.444  -0.492
O1 -2.202 0.809 -0.792  -0.306
H1 0.640 0.819 0.574  0.088
H2 0.334 -0.107 2.030  0.101
H3 1.896 -1.650 1.489  0.051
H4 1.206 -1.952 -0.093  0.058
H5 2.373 0.540 -0.869  -0.172
H6 -0.769 -0.984 -0.510  0.088
H7 -1.665 1.096 1.177  0.086
H8 -2.845 -0.190 0.876  0.073
H9 0.209 1.805 -1.979  -0.011
H10 -1.037 0.894 -1.775  -0.028
O2 -0.220 1.052 -2.406  -0.187

## two
The following is a DFT calculation (ωB97M-V with the def2-TZVPD basis set) of a cluster of 2 separate species, C3H10NO2S in total.

Properties
* M: 124.2 u
* LUMO energy: 3.198 eV
* E_HOMO: -0.1230 hartree
* frontier orbital gap: 6.544 eV
* net charge: -1

Each line ends with the Löwdin charge.
Element x y z (Å)
C1 -0.578 0.852 -0.619  -0.496
O1 0.401 1.458 -1.301  -0.335
C2 -0.339 -0.681 -0.354  -0.498
C3 -1.157 -1.123 0.824  -0.492
S1 -1.709 -2.936 0.693  0.587
N1 1.100 -0.844 -0.108  0.011
H1 -0.752 1.285 0.400  0.081
H2 -1.587 0.960 -1.084  0.089
H3 -0.567 -1.225 -1.281  0.113
H4 -2.077 -0.553 0.980  0.059
H5 -0.560 -1.180 1.715  0.043
H6 -0.765 -3.214 -0.207  -0.186
H7 1.469 0.067 -0.439  0.044
H8 1.473 -1.492 -0.793  0.048
H9 2.365 2.616 0.008  0.024
H10 1.162 2.992 0.703  0.016
O2 2.120 3.018 0.863  -0.109

Q: Which of them is the most stable? A: one.